1.
Density functional theory data (ωB97M-V/def2-TZVPD) for a structure of composition C20H28AlNO2S.

Each line ends with the natural charge from an NBO analysis.
Atoms and positions in Å:
O: -0.7186 -1.1930 0.3175  -0.53
C: -1.7708 -1.4481 1.2978  -0.06
C: -1.8607 -2.9130 0.8620  -0.45
H: -2.5944 -0.7994 1.0016  0.19
H: -1.4589 -1.3053 2.3406  0.17
C: -0.5405 -2.6032 0.0797  0.27
H: -2.7424 -3.0496 0.2198  0.21
H: -1.8163 -3.6779 1.6603  0.21
C: -0.3744 -2.9541 -1.3700  -0.61
H: -1.2508 -2.8281 -2.0014  0.21
H: -0.0493 -4.0038 -1.3723  0.21
H: 0.4734 -2.3752 -1.7667  0.22
C: 0.7479 -3.0432 0.7777  -0.65
H: 1.1739 -2.2278 1.3843  0.24
H: 1.5203 -3.2945 0.0337  0.21
H: 0.5474 -3.8930 1.4546  0.21
Al: 0.8905 1.1851 0.8691  1.30
C: 3.3834 1.2788 3.0986  -0.31
C: 2.2407 2.0652 3.3251  -0.18
C: 1.0403 1.3168 2.9841  -0.58
H: 2.2366 3.0457 3.7921  0.23
C: 1.5408 -0.0551 2.6059  -0.55
C: 2.9913 0.0105 2.6106  -0.18
H: 3.6706 -0.8143 2.3303  0.22
H: 4.4145 1.6043 3.3052  0.23
H: 0.0153 1.4770 3.3711  0.26
H: 0.9981 -0.9773 2.8844  0.25
C: 2.9763 2.5764 -0.3293  -0.11
C: 2.7061 1.1166 -0.0313  -0.69
C: 1.7268 0.5698 -0.9670  -0.44
H: 3.4878 0.5075 0.4487  0.25
C: 1.4094 1.6525 -1.9011  -0.20
C: 2.0514 2.7920 -1.5075  -0.22
H: 2.0983 3.7529 -2.0171  0.22
H: 4.0263 2.7359 -0.6570  0.22
H: 1.6489 -0.5046 -1.2118  0.25
H: 0.8308 1.4975 -2.8166  0.23
O: -2.0580 -0.2120 -1.8406  -0.53
C: -2.9078 -0.9755 -2.7551  -0.08
C: -4.3469 -0.4309 -2.7452  -0.44
H: -2.8975 -2.0468 -2.4997  0.18
H: -2.4737 -0.8840 -3.7606  0.17
C: -4.2566 0.9164 -1.9846  -0.43
H: -5.0081 -1.1230 -2.2127  0.21
H: -4.7638 -0.2764 -3.7494  0.22
C: -2.7298 1.0570 -1.6930  -0.07
H: -4.8497 0.9322 -1.0524  0.21
H: -4.5914 1.7451 -2.6332  0.21
H: -2.4496 1.4297 -0.6899  0.20
H: -2.3038 1.7286 -2.4665  0.16
S: 3.9453 5.2732 2.5325  0.01
C: 3.3638 4.1826 1.5684  0.24
N: 2.6578 3.4598 0.8761  -0.49

E_HOMO (alpha / beta) = -0.24329 / -0.21693 hartree
E_LUMO (alpha / beta) = -0.4243 / -0.3337 eV

2.
Density functional theory data (ωB97M-V/def2-TZVPD) for a structure of composition C34H51BBrF4N6P2Ti.

Each line ends with the Löwdin spin population.
Atoms and positions in Å:
Ti: 0.3579 0.6755 -0.1032  0.94
C: 3.8481 -1.1909 3.4271  0.00
C: 3.1013 -0.0997 2.6561  0.00
C: 4.0429 0.3889 1.5509  0.00
P: 1.3792 -0.4744 2.0514  0.01
C: 0.3180 -0.4636 3.5648  0.00
C: 0.9046 -0.9797 4.8746  0.00
C: -0.9916 -1.1912 3.2466  0.00
C: 1.3174 -2.1899 1.4408  0.00
C: 1.7511 -3.3065 2.1635  0.00
C: 1.6069 -4.5957 1.6857  0.00
C: 0.9950 -4.7734 0.4480  0.00
C: 0.5179 -3.6966 -0.2727  0.00
C: 0.6399 -2.3797 0.2144  0.00
N: 0.0552 -1.2835 -0.4145  0.00
C: -0.5964 -1.4788 -1.6787  0.00
C: 0.1007 -1.9720 -2.7779  0.00
C: -0.5288 -2.1581 -3.9952  0.00
C: -1.8788 -1.8593 -4.1302  0.00
C: -2.5738 -1.3550 -3.0427  0.00
C: -1.9500 -1.1366 -1.8162  0.00
P: -2.8059 -0.4439 -0.3463  0.00
C: -3.8208 -1.9469 0.0882  0.00
C: -4.7378 -1.6963 1.2876  0.00
C: -2.9073 -3.1391 0.3721  0.00
C: -4.0828 0.7015 -1.0643  0.00
C: -3.5245 1.6642 -2.1159  0.00
C: -4.6839 1.5479 0.0701  0.00
H: 4.7905 -0.7676 3.7862  0.00
H: 3.3149 -1.5826 4.2898  0.00
H: 4.0988 -2.0222 2.7678  0.00
H: 2.9122 0.7393 3.3366  0.00
H: 4.2524 -0.4193 0.8431  0.00
H: 3.6385 1.2310 1.0015  0.00
H: 4.9950 0.6818 2.0025  0.00
H: 0.0973 0.5988 3.6958  0.00
H: 1.1347 -2.0467 4.8222  0.00
H: 1.8028 -0.4431 5.1808  0.00
H: 0.1619 -0.8501 5.6676  0.00
H: -0.8423 -2.2733 3.2896  0.00
H: -1.7588 -0.9234 3.9791  0.00
H: -1.3789 -0.9561 2.2527  0.00
H: 2.2014 -3.1649 3.1347  0.00
H: 1.9559 -5.4409 2.2639  0.00
H: 0.8679 -5.7722 0.0448  0.00
H: 0.0074 -3.8728 -1.2089  0.00
H: 1.1468 -2.2303 -2.6648  0.00
H: 0.0342 -2.5332 -4.8419  0.00
H: -2.3804 -2.0068 -5.0777  0.00
H: -3.6250 -1.1150 -3.1548  0.00
H: -4.4340 -2.1727 -0.7917  0.00
H: -4.1780 -1.2723 2.1280  0.00
H: -5.5582 -1.0200 1.0538  0.00
H: -5.1784 -2.6386 1.6252  0.00
H: -2.2402 -2.9380 1.2161  0.00
H: -3.5096 -4.0156 0.6284  0.00
H: -2.2861 -3.3991 -0.4850  0.00
H: -4.8679 0.0827 -1.5157  0.00
H: -2.7339 2.2823 -1.6849  0.00
H: -3.1102 1.1797 -2.9961  0.00
H: -4.3234 2.3372 -2.4421  0.00
H: -3.9519 2.2867 0.4110  0.00
H: -5.5602 2.0913 -0.2954  0.00
H: -4.9885 0.9710 0.9418  0.00
C: 4.7797 1.5718 -3.3541  0.00
N: 3.9903 0.6265 -2.5776  0.01
C: 3.8897 -0.7398 -3.0711  0.00
C: 3.0271 1.0374 -1.7213  0.01
N: 2.2448 0.2557 -1.0617  0.00
N: 2.8869 2.4176 -1.6230  0.00
C: 2.1879 3.0799 -0.6293  0.00
N: 2.0938 4.4249 -0.8333  0.00
N: 1.7323 2.4591 0.4031  0.00
H: 5.6571 1.0571 -3.7363  0.00
H: 5.1240 2.3890 -2.7259  0.00
H: 4.2207 1.9737 -4.2062  0.00
H: 4.6265 -0.8782 -3.8574  0.00
H: 2.8946 -0.9234 -3.4820  0.00
H: 4.1020 -1.4701 -2.2873  0.00
H: 2.4749 -0.7220 -1.1714  0.00
H: 2.9801 2.9148 -2.4940  0.00
H: 2.0363 4.7090 -1.8016  0.00
H: 1.3826 4.8651 -0.2672  0.00
H: 1.2677 3.1076 1.0285  0.00
Br: -3.5259 5.7391 2.5186  0.00
C: -2.5012 4.3111 1.8153  0.00
C: -2.3658 3.1414 2.5402  0.00
C: -1.6190 2.0966 2.0013  0.00
C: -0.9673 2.1601 0.7634  -0.01
C: -1.1516 3.3769 0.0784  0.00
C: -1.9098 4.4380 0.5700  0.00
H: -2.8513 3.0374 3.5029  0.00
H: -1.6002 1.1755 2.5669  0.00
H: -0.7156 3.5066 -0.9105  0.00
H: -2.0516 5.3398 -0.0130  0.00
F: -0.8480 1.9021 -4.1689  0.00
B: 0.2599 1.9606 -3.3713  0.00
F: -0.1317 1.4162 -2.0344  0.02
F: 1.3240 1.1911 -3.8516  0.00
F: 0.6954 3.2792 -3.1266  0.00

2S+1 = 2
E_HOMO (alpha / beta) = -0.25969 / -0.26188 hartree
E_LUMO (alpha / beta) = 0.2792 / 0.2798 eV

3.
Density functional theory data (ωB97M-V/def2-TZVPD) for an isolated molecule of C2H6N2.

Each line ends with the natural charge from an NBO analysis.
Atoms and positions in Å:
C: -1.1023 -0.3999 0.0120  -0.42
C: 1.1589 0.5571 0.0141  0.28
H: -2.0922 0.0063 -0.1170  0.21
H: -0.8636 -1.1389 -0.8075  0.19
H: -1.0333 -0.9503 0.9799  0.19
H: -0.5775 1.6193 -0.0793  0.39
H: 1.7334 1.5008 0.1378  0.17
H: 1.1743 -1.3443 -0.0505  0.32
N: -0.2049 0.7054 -0.0591  -0.62
N: 1.8069 -0.5555 -0.0304  -0.72

Structure (SMILES) = [H]/N=C\NC
E_HOMO = -0.33070 hartree
E_LUMO = 0.9071 eV

4.
Density functional theory data (ωB97M-V/def2-TZVPD) for a cluster of 2 separate species, C5H11N2S2 in total.

Each line ends with the natural charge from an NBO analysis.
Atoms and positions in Å:
C: -1.7687 -2.0520 1.3691  -0.62
C: -1.2448 -0.6405 1.0997  -0.55
S: 0.5549 -0.4835 1.0854  0.15
C: 0.9424 -1.1885 -0.5640  -0.33
N: 2.0363 -0.4158 -1.0590  -0.99
S: 2.6369 -1.0255 -2.4744  0.07
H: -1.1329 -2.5589 2.0998  0.21
H: -2.7940 -2.0381 1.7587  0.19
H: -1.7699 -2.6483 0.4502  0.20
H: -1.6011 0.0747 1.8455  0.22
H: -1.6048 -0.2887 0.1263  0.20
H: 1.1340 -2.2717 -0.4477  0.15
H: 0.0002 -1.0959 -1.1522  0.13
H: 1.8010 -0.5332 -3.4498  -0.01
C: 0.8262 2.9012 -0.4560  -0.75
C: -0.2335 2.8876 0.5471  0.33
N: -1.0464 2.7183 1.3484  -0.40
H: 0.3973 3.0114 -1.4507  0.24
H: 1.5242 3.7161 -0.2710  0.23
H: 1.3425 1.9313 -0.4053  0.33

Total charge = -1
E_HOMO = -0.10461 hartree
E_LUMO = 3.6004 eV

5.
Density functional theory data (ωB97M-V/def2-TZVPD) for a cluster of 2 separate species, C2H9N2 in total.

Each line ends with the natural charge from an NBO analysis.
Atoms and positions in Å:
C: 2.6264 -1.1787 0.6457  -0.84
H: 1.7827 -1.3941 -0.0061  0.17
H: 3.3936 -0.7367 0.0117  0.24
H: 3.1204 -1.9669 1.1936  0.25
H: 2.2828 -0.3640 1.2934  0.19
N: -0.5165 0.0266 0.6672  -0.79
C: -0.7963 0.8468 -0.3517  0.46
N: -1.8347 0.6439 -1.1106  -0.67
H: -0.0689 -0.8580 0.4277  0.45
H: -0.0417 0.4515 1.4614  0.43
H: -0.1804 1.7322 -0.5155  0.21
H: -1.8697 1.0199 -2.0496  0.44
H: -2.7024 0.3158 -0.6915  0.46

Total charge = +1
E_HOMO = -0.60088 hartree
E_LUMO = -5.4287 eV

6.
Density functional theory data (ωB97M-V/def2-TZVPD) for the ion C3H9N2O with charge +1.

Each line ends with the natural charge from an NBO analysis.
Atoms and positions in Å:
C: -0.7880 -0.6009 0.1922  0.10
C: 0.5228 0.1338 0.0316  0.49
C: -2.0252 0.1954 0.1529  -0.69
N: 0.7489 1.3318 -0.5071  -0.76
N: 1.7472 -0.6968 0.3161  -0.72
O: -0.2355 -1.0870 -0.9664  -0.55
H: -0.6223 -1.1513 1.2718  0.17
H: -2.1784 0.6269 -0.9461  0.24
H: -1.8787 1.1113 0.7952  0.23
H: -3.0473 -0.2342 0.4290  0.28
H: -0.0799 1.8686 -0.5940  0.43
H: 1.2873 1.2521 -1.2959  0.40
H: 1.5908 -1.6838 0.1968  0.48
H: 2.3624 -0.5906 1.1670  0.45
H: 2.5959 -0.4753 -0.2430  0.45

Structure (SMILES) = C[C@H]1O[C@]1(N)[NH3+]
Total charge = +1
E_HOMO = -0.52729 hartree
E_LUMO = -3.9671 eV

Asked for max |F| across the records above, the calculation gives 2.94, 0.83, 1.34, 0.76, 1.53, 4.28 eV/Å in order.
Asked for molecular weight across the records above, the calculation gives 373.5, 820.3, 58.1, 163.3, 61.1, 89.1 g/mol in order.